DFT (ωB97M-V/def2-TZVPD) results for a structure of composition C27H49AsIN2OSbV in a non-equilibrium geometry.

Calculated values
Multiplicity: 3
DFT total energy: -4960.3076 Ha
Net charge: +1

Cartesian coordinates (Å):
V1 -0.18 0.43 0.37
C1 -1.17 -0.73 4.19
O1 -1.08 -0.48 2.78
C2 -0.07 0.26 2.22
C3 0.96 0.89 3.13
H1 -1.34 0.20 4.74
H2 -0.27 -1.22 4.56
H3 -2.02 -1.38 4.33
H4 0.65 0.97 4.18
H5 1.21 1.89 2.77
H6 1.89 0.30 3.11
I1 -0.85 6.38 1.18
C4 -0.12 4.55 0.54
C5 0.88 4.32 -0.36
N1 0.99 2.97 -0.47
N2 0.12 2.33 0.33
C6 -0.57 3.28 0.95
H7 1.49 5.00 -0.93
H8 1.67 2.45 -1.00
H9 -1.35 3.04 1.65
C7 3.77 0.36 0.38
As1 2.07 -0.42 -0.17
C8 2.54 -0.73 -2.05
C9 2.20 -2.24 0.58
C10 3.48 -2.96 0.26
C11 3.60 -3.71 -0.90
C12 4.79 -4.36 -1.20
C13 5.87 -4.28 -0.33
C14 5.75 -3.54 0.84
C15 4.56 -2.88 1.13
H10 4.56 -0.37 0.21
H11 3.75 0.64 1.43
H12 3.97 1.25 -0.21
H13 3.49 -1.24 -2.11
H14 2.62 0.22 -2.57
H15 1.78 -1.33 -2.55
H16 1.34 -2.80 0.21
H17 2.08 -2.12 1.66
H18 2.76 -3.79 -1.58
H19 4.87 -4.95 -2.11
H20 6.79 -4.80 -0.55
H21 6.58 -3.47 1.53
H22 4.47 -2.32 2.05
C16 -4.68 -0.50 2.10
C17 -4.69 0.46 0.92
C18 -4.66 1.90 1.42
C19 -5.90 0.23 0.04
Sb1 -2.76 0.16 -0.15
C20 -2.90 1.21 -2.13
C21 -1.64 0.84 -2.93
C22 -4.15 0.88 -2.94
C23 -2.84 2.70 -1.81
C24 -2.63 -2.04 -0.59
C25 -2.19 -2.70 0.72
C26 -1.54 -2.27 -1.63
C27 -3.95 -2.64 -1.07
H23 -5.52 -0.26 2.76
H24 -3.76 -0.43 2.68
H25 -4.81 -1.53 1.77
H26 -5.55 2.09 2.03
H27 -4.66 2.62 0.60
H28 -3.78 2.09 2.05
H29 -6.81 0.26 0.66
H30 -5.88 -0.74 -0.46
H31 -6.00 1.00 -0.73
H32 -1.73 -0.14 -3.39
H33 -0.74 0.87 -2.31
H34 -1.51 1.57 -3.74
H35 -4.32 -0.19 -3.03
H36 -4.05 1.29 -3.95
H37 -5.03 1.33 -2.49
H38 -1.91 2.97 -1.32
H39 -3.67 3.02 -1.18
H40 -2.91 3.27 -2.74
H41 -1.19 -2.37 1.01
H42 -2.15 -3.79 0.58
H43 -2.87 -2.50 1.54
H44 -0.62 -1.72 -1.39
H45 -1.86 -1.99 -2.63
H46 -1.28 -3.34 -1.66
H47 -4.71 -2.59 -0.29
H48 -3.80 -3.70 -1.32
H49 -4.32 -2.14 -1.96



DFT (ωB97M-V/def2-TZVPD) results for the molecule C5H5NO in a non-equilibrium geometry.

Calculated values
SMILES: C#CC(=O)[C@H]1CN1
DFT total energy: -323.3466 Ha

Cartesian coordinates (Å):
C1 0.17 2.45 0.31
C2 -0.38 1.38 0.44
C3 -1.10 0.13 0.69
O1 -2.26 0.16 1.06
C4 -0.40 -1.12 0.40
C5 0.53 -0.77 -1.13
N1 0.95 -1.31 0.06
H1 0.63 3.40 0.21
H2 -0.92 -2.02 0.78
H3 0.99 0.15 -1.52
H4 0.04 -1.40 -1.87
H5 1.76 -1.05 0.58



DFT (ωB97M-V/def2-TZVPD) results for a structure of composition C6H14O3Se2Te2Ti in a non-equilibrium geometry.

Calculated values
DFT total energy: -6651.1409 Ha

Cartesian coordinates (Å):
Ti1 0.42 0.79 -0.01
C1 3.29 -0.21 -1.02
O1 2.02 -0.58 -0.43
C2 1.50 -1.80 -0.97
C3 0.19 -2.11 -0.27
O2 -0.67 -0.97 -0.51
C4 -1.97 -0.89 0.14
C5 -2.47 0.51 -0.12
O3 -1.59 1.46 0.49
C6 -2.06 1.92 1.78
H1 3.13 0.01 -2.07
H2 3.97 -1.04 -0.87
H3 3.61 0.67 -0.49
H4 2.21 -2.60 -0.79
H5 1.34 -1.66 -2.04
H6 0.34 -2.22 0.80
H7 -0.26 -3.00 -0.70
H8 -1.83 -1.08 1.21
H9 -2.63 -1.63 -0.31
H10 -3.48 0.62 0.25
H11 -2.44 0.72 -1.19
H12 -3.05 2.34 1.63
H13 -1.36 2.69 2.10
H14 -2.04 1.10 2.49
Se1 0.32 1.43 -2.48
Te1 0.86 3.34 -0.94
Te2 1.93 2.15 1.81
Se2 0.72 0.05 2.50



DFT (ωB97M-V/def2-TZVPD) results for the molecule C3H6N2S2 in a non-equilibrium geometry.

Calculated values
SMILES: [H]/N=C(/N)C(=S)SC
DFT total energy: -1023.7522 Ha

Cartesian coordinates (Å):
H1 -0.42 -0.54 -2.49
N1 -1.34 -0.68 -2.03
C1 -1.35 -0.47 -0.76
N2 -2.50 -0.29 0.11
C2 -0.03 -0.26 0.19
S1 0.22 -0.95 1.61
S2 1.03 0.84 -0.59
C3 2.33 0.96 0.65
H2 -3.33 -0.58 -0.39
H3 -2.27 -0.93 1.03
H4 1.92 1.62 1.46
H5 2.52 -0.02 1.21
H6 3.21 1.30 -0.01



DFT (ωB97M-V/def2-TZVPD) results for a structure of composition C8H8BNO9Pb3 in a non-equilibrium geometry.

Calculated values
DFT total energy: -1643.2070 Ha
Net charge: +4

Cartesian coordinates (Å):
Pb1 -2.24 -2.53 1.25
Pb2 -3.39 0.78 0.18
Pb3 -4.45 -2.60 -2.14
O1 -1.43 -0.14 1.15
C1 -0.61 0.58 1.78
O2 -0.81 1.13 2.90
B1 0.49 1.78 3.35
O3 1.35 1.72 2.18
C2 0.84 0.89 1.30
O4 1.32 0.29 0.40
O5 1.11 1.08 4.50
C3 1.26 1.87 5.54
O6 1.73 1.65 6.58
C4 0.64 3.34 5.06
O7 0.28 3.16 3.82
O8 0.65 4.28 5.73
O9 -2.68 -1.36 -0.91
H1 -1.90 -1.23 -1.49
C5 1.64 -0.12 -3.49
C6 0.21 -0.62 -3.46
C7 0.08 -2.05 -2.92
C8 0.30 -3.07 -3.95
N1 0.49 -3.87 -4.76
H2 2.27 -0.82 -4.04
H3 2.03 0.08 -2.49
H4 1.60 0.79 -4.09
H5 -0.29 -0.54 -4.43
H6 -0.45 0.09 -2.92
H7 -0.89 -2.31 -2.44
H8 0.85 -2.26 -2.18



DFT (ωB97M-V/def2-TZVPD) results for a structure of composition C25H27AsCl2La in a non-equilibrium geometry.

Calculated values
DFT total energy: -4156.5311 Ha
Net charge: -1

Cartesian coordinates (Å):
La1 0.78 -0.87 3.51
Cl1 2.55 -2.10 2.06
Cl2 0.28 -2.97 4.79
C1 -0.13 -0.48 -1.40
H1 0.83 -0.90 -1.03
H2 -0.79 -1.20 -1.93
C2 2.82 -0.64 -2.38
C3 1.81 -1.24 -3.08
H3 2.66 0.32 -1.88
C4 1.93 -2.64 -3.62
H4 0.91 -0.69 -3.37
C5 3.12 -3.41 -3.02
H5 1.01 -3.20 -3.43
H6 2.03 -2.61 -4.72
C6 4.37 -2.54 -2.91
H7 2.85 -3.77 -2.02
H8 3.33 -4.30 -3.62
C7 4.13 -1.27 -2.06
H9 5.19 -3.12 -2.48
H10 4.67 -2.22 -3.91
H11 4.18 -1.55 -0.99
H12 4.94 -0.55 -2.23
C8 -2.93 -1.30 4.12
C9 -3.27 -1.82 2.88
C10 -2.66 -1.39 1.70
C11 -1.70 -0.36 1.78
C12 -1.52 0.34 3.00
C13 -2.00 -0.24 4.21
As1 -0.96 0.34 0.08
C14 -2.41 1.39 -0.64
C15 -2.49 1.50 -2.04
C16 -3.52 2.23 -2.63
C17 -4.49 2.84 -1.83
C18 -4.43 2.72 -0.44
C19 -3.40 1.99 0.16
C20 0.35 1.55 0.85
C21 -0.02 2.84 1.21
C22 0.80 3.56 2.09
C23 2.00 3.01 2.55
C24 2.40 1.73 2.15
C25 1.57 1.00 1.27
H13 -3.38 -1.70 5.04
H14 -4.05 -2.60 2.82
H15 -2.92 -1.81 0.72
H16 -0.99 1.30 3.03
H17 -1.74 0.21 5.17
H18 -1.73 1.00 -2.66
H19 -3.57 2.32 -3.72
H20 -5.30 3.42 -2.30
H21 -5.19 3.20 0.19
H22 -3.38 1.90 1.25
H23 -0.96 3.26 0.83
H24 0.51 4.57 2.36
H25 2.65 3.59 3.21
H26 3.37 1.32 2.44
H27 1.90 0.03 0.87



DFT (ωB97M-V/def2-TZVPD) results for a cluster of 2 separate species, C26H29O2S in total in a non-equilibrium geometry.

Calculated values
DFT total energy: -1556.4852 Ha
Net charge: +1

Cartesian coordinates (Å):
C1 2.12 6.34 3.35
O1 1.73 5.01 3.76
C2 1.41 4.12 2.78
C3 1.01 2.82 3.18
C4 0.73 1.85 2.23
C5 0.79 2.16 0.86
C6 0.62 1.12 -0.22
C7 -0.31 1.43 -1.25
S1 -0.38 0.48 -2.65
C8 -1.42 1.50 -3.74
C9 1.26 0.67 -3.41
O2 1.31 0.08 -0.25
C10 1.13 3.46 0.46
C11 1.47 4.43 1.40
H1 2.32 6.88 4.28
H2 3.03 6.32 2.73
H3 1.31 6.84 2.79
H4 0.95 2.60 4.24
H5 0.44 0.84 2.55
H6 -1.00 2.27 -1.13
H7 -1.63 0.88 -4.61
H8 -2.34 1.72 -3.20
H9 -0.89 2.42 -4.02
H10 1.25 0.06 -4.32
H11 1.44 1.73 -3.64
H12 1.99 0.27 -2.70
H13 1.15 3.70 -0.60
H14 1.78 5.43 1.06
C12 1.70 -5.48 -3.60
C13 0.97 -4.37 -2.91
C14 -0.15 -3.79 -3.52
C15 -0.87 -2.80 -2.88
C16 -0.55 -2.39 -1.55
C17 -1.42 -1.50 -0.86
C18 -1.57 -1.43 0.55
C19 -2.27 -0.33 1.14
C20 -2.53 -0.30 2.50
C21 -2.06 -1.32 3.34
C22 -2.29 -1.26 4.82
C23 -1.37 -2.40 2.79
C24 -1.13 -2.46 1.42
C25 0.68 -2.89 -1.01
C26 1.39 -3.89 -1.66
H15 2.34 -6.02 -2.90
H16 0.98 -6.18 -4.04
H17 2.32 -5.10 -4.42
H18 -0.45 -4.15 -4.50
H19 -1.74 -2.34 -3.37
H20 -2.20 -1.00 -1.45
H21 -2.60 0.48 0.49
H22 -3.10 0.52 2.94
H23 -1.53 -1.85 5.34
H24 -2.26 -0.23 5.18
H25 -3.27 -1.68 5.08
H26 -1.02 -3.20 3.44
H27 -0.62 -3.33 1.01
H28 1.05 -2.46 -0.08
H29 2.29 -4.30 -1.20



DFT (ωB97M-V/def2-TZVPD) results for a structure of composition C4H4DyLiO5 in a non-equilibrium geometry.

Calculated values
Multiplicity: 6
DFT total energy: -1423.0328 Ha
Net charge: +2

Cartesian coordinates (Å):
O1 -1.15 1.11 -2.79
C1 -1.93 1.37 -1.76
C2 -1.49 -0.19 -3.36
O2 -1.76 2.31 -1.01
O3 -2.89 0.48 -1.62
C3 -2.67 -0.64 -2.49
H1 -0.66 -0.90 -3.35
H2 -1.75 -0.01 -4.41
H3 -2.44 -1.51 -1.87
H4 -3.59 -0.81 -3.07
O4 1.34 -1.32 -0.52
C4 0.50 -0.38 -0.28
O5 1.04 0.82 -0.51
Li1 -0.04 2.29 -0.18
Dy1 3.26 -0.05 -0.97



DFT (ωB97M-V/def2-TZVPD) results for a structure of composition C24H36P2PdSi in a non-equilibrium geometry.

Calculated values
Multiplicity: 3
DFT total energy: -2036.0600 Ha

Cartesian coordinates (Å):
C1 0.57 2.68 3.39
C2 0.96 2.68 2.01
C3 -0.21 2.71 1.22
H1 1.99 2.77 1.66
C4 -1.34 2.58 2.08
C5 -0.86 2.62 3.43
H2 -1.48 2.58 4.34
H3 1.23 2.69 4.27
H4 -0.25 2.75 0.13
H5 -2.39 2.61 1.78
Pd1 -0.08 0.67 2.28
C6 -1.05 -2.07 -1.36
H6 -1.77 -1.46 -0.81
H7 -0.95 -2.93 -0.70
H8 -0.04 -1.52 -1.33
Si1 0.30 0.55 -1.94
C7 1.57 -0.07 -3.19
C8 2.56 0.89 -3.49
H9 2.58 1.83 -2.91
C9 3.59 0.63 -4.37
H10 4.34 1.38 -4.56
C10 3.71 -0.63 -4.97
H11 4.54 -0.86 -5.64
C11 2.79 -1.63 -4.61
H12 2.94 -2.65 -5.00
C12 1.74 -1.35 -3.74
H13 1.08 -2.18 -3.43
C13 -1.05 1.16 -3.12
C14 -0.91 1.35 -4.52
H14 0.00 1.08 -5.05
C15 -1.91 1.97 -5.30
H15 -1.77 2.20 -6.35
C16 -3.08 2.39 -4.65
H16 -3.84 2.99 -5.20
C17 -3.30 2.10 -3.29
H17 -4.22 2.41 -2.81
C18 -2.27 1.50 -2.56
H18 -2.43 1.34 -1.48
H19 0.88 1.42 -0.84
H20 -1.48 -2.30 -2.34
C19 -3.05 -1.18 1.85
P1 -1.53 -1.08 2.81
C20 -2.05 -1.01 4.54
C21 -0.71 -2.70 2.60
C22 0.82 -2.61 2.42
P2 1.52 -0.91 2.80
C23 3.06 -0.68 1.93
C24 1.84 -0.94 4.58
H21 -3.53 -0.21 1.85
H22 -3.79 -1.85 2.30
H23 -2.88 -1.46 0.80
H24 -2.59 -1.93 4.78
H25 -1.18 -0.84 5.18
H26 -2.75 -0.17 4.64
H27 -0.99 -3.29 3.50
H28 -1.14 -3.22 1.73
H29 1.31 -3.35 3.08
H30 1.14 -2.80 1.37
H31 3.43 0.31 2.20
H32 3.77 -1.47 2.19
H33 2.83 -0.67 0.87
H34 1.82 0.07 4.98
H35 1.13 -1.53 5.15
H36 2.83 -1.36 4.79



DFT (ωB97M-V/def2-TZVPD) results for a cluster of 5 separate species, C6H16O4 in total in a non-equilibrium geometry.

Calculated values
Multiplicity: 2
DFT total energy: -538.9731 Ha
Net charge: -1

Cartesian coordinates (Å):
C1 1.84 -0.57 0.51
C2 1.27 0.62 0.87
C3 1.87 -2.42 2.10
C4 1.27 -1.72 1.12
C5 0.25 -2.23 0.19
C6 0.75 -2.64 -0.95
H1 2.59 -0.69 -0.16
H2 1.50 1.62 0.48
H3 0.63 0.56 1.76
H4 1.46 -3.37 2.27
H5 2.81 -2.11 2.80
H6 -0.77 -2.49 0.57
H7 0.23 -3.26 -1.63
H8 1.72 -2.37 -1.27
H9 -0.69 3.09 -1.46
H10 0.03 4.12 -0.75
O1 -0.59 4.12 -1.38
H11 -2.11 1.32 -2.25
H12 -2.14 -0.08 -2.18
O2 -2.73 0.69 -2.17
H13 -1.98 0.92 3.15
H14 -3.12 0.51 2.31
O3 -2.17 0.60 2.22
H15 0.32 0.48 -1.72
H16 -0.19 1.61 -0.72
O4 0.01 1.33 -1.70



DFT (ωB97M-V/def2-TZVPD) results for a structure of composition C5H6CdLiO4 in a non-equilibrium geometry.

Calculated values
Multiplicity: 2
DFT total energy: -669.6921 Ha
Net charge: +2

Cartesian coordinates (Å):
O1 -1.05 -3.37 0.03
C1 -0.22 -2.52 0.23
O2 0.55 -2.24 1.15
O3 -0.28 -1.47 -0.85
C2 0.46 -0.44 -0.77
C3 0.11 0.86 -1.28
Li1 -1.82 -4.88 0.79
H1 1.31 -0.51 -0.08
H2 -0.56 0.78 -2.14
H3 1.08 1.25 -1.66
Cd1 0.89 -2.16 3.09
C4 -0.50 1.87 -0.16
C5 0.45 2.87 0.42
O4 0.83 2.78 1.57
H4 -1.01 1.33 0.65
H5 1.07 3.42 -0.32
H6 -1.31 2.42 -0.66



DFT (ωB97M-V/def2-TZVPD) results for a cluster of 6 separate species, C15H41N2O6 in total.

Calculated values
DFT total energy: -1156.9626 Ha
Net charge: -1

Cartesian coordinates (Å):
N1 -0.32 0.29 2.21
C1 -1.14 0.83 1.10
C2 -1.78 2.18 1.43
C3 -3.13 2.10 2.21
N2 -3.66 0.77 2.37
C4 -5.05 0.69 2.10
C5 -5.31 -0.72 1.67
O1 -6.15 -1.10 0.87
H1 -0.19 1.00 2.91
H2 -0.83 -0.47 2.65
H3 -0.52 0.92 0.20
H4 -1.95 0.13 0.90
H5 -1.94 2.72 0.49
H6 -1.05 2.79 1.99
H7 -2.97 2.60 3.20
H8 -3.85 2.76 1.69
H9 -5.42 1.35 1.28
H10 -5.76 0.90 2.96
H11 -4.62 -1.45 2.13
C6 -4.87 6.75 2.64
C7 -3.51 6.69 1.96
O2 -3.35 5.52 1.19
H12 -5.02 5.87 3.26
H13 -4.97 7.64 3.26
H14 -5.67 6.77 1.89
H15 -2.72 6.66 2.71
H16 -3.36 7.59 1.35
H17 -4.03 5.50 0.51
C8 2.65 -1.09 0.62
C9 1.91 -1.05 -0.70
O3 1.69 0.28 -1.15
H18 2.08 -0.53 1.37
H19 2.79 -2.11 0.97
H20 3.64 -0.62 0.52
H21 0.92 -1.49 -0.58
H22 2.45 -1.62 -1.46
H23 2.55 0.70 -1.27
C10 -7.30 -4.25 1.34
C11 -6.06 -4.73 0.63
O4 -5.97 -4.21 -0.69
H24 -8.20 -4.54 0.79
H25 -7.37 -4.64 2.36
H26 -7.29 -3.16 1.40
H27 -6.05 -5.82 0.53
H28 -5.17 -4.45 1.20
H29 -5.96 -3.24 -0.60
C12 4.80 -2.37 -3.45
C13 5.38 -0.97 -3.34
O5 5.21 -0.40 -2.05
H30 3.74 -2.36 -3.21
H31 4.93 -2.77 -4.46
H32 5.30 -3.05 -2.75
H33 4.87 -0.29 -4.03
H34 6.44 -0.98 -3.60
H35 5.67 -0.95 -1.41
C14 9.47 -2.18 -4.20
C15 9.72 -1.33 -2.97
O6 8.82 -1.61 -1.91
H36 8.44 -2.04 -4.55
H37 10.15 -1.92 -5.01
H38 9.60 -3.24 -3.97
H39 9.58 -0.27 -3.20
H40 10.76 -1.45 -2.63
H41 8.93 -2.54 -1.66



DFT (ωB97M-V/def2-TZVPD) results for the molecule C5H9NO in a non-equilibrium geometry.

Calculated values
SMILES: COC[C@@H](C)C#N
DFT total energy: -325.8608 Ha

Cartesian coordinates (Å):
C1 2.31 0.41 -0.10
O1 0.98 0.64 0.21
C2 0.32 -0.52 0.61
C3 -1.14 -0.08 0.51
C4 -1.29 0.76 -0.84
C5 -2.03 -1.27 0.47
N1 -2.74 -2.18 0.33
H1 2.69 1.36 -0.46
H2 2.44 -0.36 -0.88
H3 2.87 0.10 0.79
H4 0.64 -0.82 1.62
H5 0.51 -1.34 -0.09
H6 -1.44 0.46 1.44
H7 -2.23 1.28 -0.73
H8 -0.56 1.53 -1.19
H9 -1.34 0.04 -1.68



DFT (ωB97M-V/def2-TZVPD) results for the molecule C5H11NO.

Calculated values
SMILES: CC(C)N(C)C=O
DFT total energy: -327.1150 Ha

Cartesian coordinates (Å):
C1 -0.84 1.34 -0.84
C2 0.32 0.69 -0.09
C3 0.33 1.09 1.38
N1 0.33 -0.77 -0.26
C4 -0.89 -1.54 -0.17
C5 1.53 -1.39 -0.42
O1 2.61 -0.83 -0.46
H1 -1.81 1.10 -0.38
H2 -0.72 2.42 -0.83
H3 -0.87 1.01 -1.89
H4 1.26 1.02 -0.54
H5 1.12 0.55 1.92
H6 0.54 2.16 1.47
H7 -0.63 0.89 1.87
H8 -1.40 -1.38 0.79
H9 -1.58 -1.30 -0.98
H10 -0.64 -2.60 -0.24
H11 1.43 -2.49 -0.53